Density functional theory data (ωB97M-V/def2-TZVPD) for 5 unconnected molecules or ions with the total composition C27H53BrClF3N12O8PSi.

The total charge is +1. As for the spin multiplicity: 1. For the HOMO energy, the calculation gives -10.267 eV.

Atoms and positions in Å:
C1 3.298 5.213 2.553
C2 1.907 5.641 2.936
O1 1.548 5.641 4.091
N1 1.021 5.991 1.910
C3 -0.163 5.105 1.868
C4 -0.734 5.053 0.459
C5 -2.192 4.558 0.349
C6 -2.428 3.180 -0.289
C7 -2.368 1.928 0.612
Cl1 -1.668 2.224 2.237
N2 -3.780 1.489 0.902
F1 -4.471 2.311 1.769
C8 -3.664 0.236 1.440
N3 -4.553 -0.226 2.288
P1 -4.496 -1.823 2.948
O2 -4.369 -2.785 1.870
O3 -5.833 -1.911 3.767
O4 -3.309 -1.799 3.968
N4 -2.574 -0.389 0.977
C9 -1.898 0.554 0.015
C10 -0.388 0.324 0.186
C11 0.544 1.361 -0.499
C12 1.604 1.939 0.464
Br1 1.541 0.541 -1.989
C13 -2.408 0.257 -1.421
F2 -1.490 0.762 -2.286
F3 -3.557 0.974 -1.653
C14 -2.705 -1.206 -1.775
C15 -1.501 -2.086 -2.185
Si1 -1.403 -3.805 -1.350
C16 -2.999 -4.333 -0.501
C17 -1.065 -5.079 -2.694
C18 -0.016 -3.946 -0.094
C19 1.081 -3.093 -0.013
C20 2.067 -3.236 0.957
C21 1.957 -4.270 1.876
C22 0.892 -5.160 1.804
C23 -0.081 -4.994 0.831
H1 3.988 5.582 3.305
H2 3.343 4.125 2.606
H3 3.591 5.509 1.549
H4 1.520 5.938 1.027
H5 0.134 4.120 2.217
H6 -0.925 5.483 2.546
H7 -0.713 6.080 0.093
H8 -0.079 4.496 -0.214
H9 -2.714 4.643 1.300
H10 -2.705 5.249 -0.318
H11 -1.801 3.056 -1.168
H12 -3.448 3.197 -0.662
H13 -5.310 0.380 2.583
H14 -6.369 -2.608 3.351
H15 -3.576 -1.712 4.895
H16 -1.990 -0.696 1.753
H17 -0.116 0.242 1.234
H18 -0.174 -0.646 -0.248
H19 0.016 2.180 -0.967
H20 1.396 1.653 1.492
H21 1.596 3.026 0.389
H22 2.602 1.632 0.177
H23 -3.358 -1.105 -2.640
H24 -3.308 -1.673 -1.002
H25 -1.555 -2.284 -3.254
H26 -0.555 -1.571 -2.052
H27 -3.089 -5.413 -0.608
H28 -3.886 -3.837 -0.887
H29 -2.918 -4.124 0.563
H30 -1.912 -5.098 -3.382
H31 -1.056 -6.051 -2.202
H32 -0.132 -4.910 -3.224
H33 1.184 -2.282 -0.710
H34 2.901 -2.520 0.987
H35 2.712 -4.378 2.643
H36 0.848 -5.965 2.519
H37 -0.899 -5.703 0.796
C24 1.933 5.560 -2.347
O5 2.685 5.302 -1.413
N5 1.527 6.831 -2.626
N6 1.442 4.593 -3.169
H38 0.920 7.057 -3.392
H39 1.874 7.567 -2.040
H40 1.740 3.652 -2.987
H41 0.823 4.775 -3.943
C25 0.647 -9.017 3.158
O6 0.929 -8.197 2.302
N7 -0.251 -10.024 2.939
N8 1.208 -8.997 4.406
H42 -0.494 -10.711 3.626
H43 -0.675 -10.069 2.031
H44 1.877 -8.275 4.596
H45 0.994 -9.664 5.122
C26 1.142 4.104 -6.770
O7 0.523 5.012 -6.232
N9 0.665 2.825 -6.816
N10 2.352 4.303 -7.364
H46 1.153 2.067 -7.254
H47 -0.228 2.651 -6.396
H48 2.724 5.234 -7.346
H49 2.875 3.576 -7.813
C27 5.379 -1.264 1.036
O8 4.192 -1.505 0.849
N11 5.881 -0.996 2.275
N12 6.284 -1.246 0.018
H50 6.848 -0.797 2.451
H51 5.238 -1.006 3.044
H52 5.941 -1.441 -0.904
H53 7.259 -1.051 0.145